Run P
ORCA calculation (the ωB97M-V functional and the def2-TZVPD basis) on a single C3H2N2O2 molecule.

Each line ends with the Mulliken charge.
Element x y z (Å)
O: -2.365 0.319 -0.986  -0.4002
C: -1.714 0.245 0.023  -0.0584
C: -0.386 -0.522 0.047  0.6603
O: -0.271 -1.653 -0.338  -0.4584
N: 0.649 0.268 0.642  -0.2811
C: 1.840 0.324 -0.121  0.2401
N: 2.004 -0.581 0.702  -0.3289
H: -2.023 0.713 0.977  0.3203
H: 2.267 0.887 -0.945  0.3061

As for the charge: 0. As for the SMILES: O=CC(=O)N1C=N1. The value obtained for the HOMO-LUMO gap is 9.614 eV. Its spin multiplicity is 1.

=====

Run Q
ORCA calculation (the ωB97M-V functional and the def2-TZVPD basis) on a single C3H2N2O2 molecule.

Each line ends with the Mulliken charge.
Element x y z (Å)
C: 0.206 -0.583 0.240  0.3958
C: -0.494 1.744 -0.266  0.5459
C: 0.286 0.714 -0.426  -0.5944
O: 1.249 -1.474 0.121  -0.5107
N: -0.836 -0.959 0.868  0.5538
N: -1.738 -1.214 1.517  -0.6691
O: -1.180 2.679 -0.182  -0.3545
H: 1.371 -1.747 -0.795  0.3197
H: 1.136 0.840 -1.078  0.3134

As for the charge: 0. The value obtained for the HOMO-LUMO gap is 7.924 eV. Its spin multiplicity is 1.

=====

Which of them is the least stable? Correct choice: run P.

=====

Run P
ORCA calculation (the ωB97M-V functional and the def2-TZVPD basis) on a single C3H2N2O2 molecule.

Each line ends with the Mulliken charge.
Element x y z (Å)
O: -1.308 0.120 -1.355  -0.4438
C: -1.452 -0.352 -0.267  0.1597
C: 0.094 1.861 0.853  -0.0009
N: 0.895 1.090 0.448  -0.1141
C: 1.422 -0.086 -0.033  0.1223
N: 0.757 -1.172 -0.118  -0.2913
O: -0.523 -1.055 0.439  -0.1636
H: -2.350 -0.306 0.363  0.3559
H: 2.465 -0.102 -0.330  0.3758

As for the charge: 0. The value obtained for the HOMO-LUMO gap is 10.921 eV. Its spin multiplicity is 1.

=====

Run Q
ORCA calculation (the ωB97M-V functional and the def2-TZVPD basis) on a single C3H2N2O2 molecule.

Each line ends with the Mulliken charge.
Element x y z (Å)
N: -1.356 -0.707 -0.480  -0.5594
C: -0.745 0.131 0.213  0.4766
O: 0.606 0.381 0.392  -0.2535
C: 1.550 -0.426 -0.154  0.2322
O: 1.350 -1.383 -0.847  -0.4900
C: -1.809 2.232 0.797  0.0168
N: -1.416 1.120 0.931  -0.1386
H: -0.716 -1.304 -0.996  0.3559
H: 2.537 -0.045 0.144  0.3601

As for the charge: 0. The value obtained for the HOMO-LUMO gap is 11.482 eV. Its spin multiplicity is 1.

=====

Which of them is the least stable? Correct choice: run P.

=====

Run P
ORCA calculation (the ωB97M-V functional and the def2-TZVPD basis) on a single C3H2N2O2 molecule.

Each line ends with the Mulliken charge.
Element x y z (Å)
N: 1.138 -1.312 1.955  -0.4557
C: 0.300 -1.003 1.129  0.4801
C: -0.826 -0.883 0.483  0.2365
N: -1.674 -0.619 -0.376  -0.3596
O: -0.978 0.198 -1.603  -0.2929
C: -0.229 1.238 -1.224  0.2125
O: 0.180 1.477 -0.112  -0.5059
H: 2.101 -1.013 1.823  0.3116
H: -0.013 1.917 -2.074  0.3735

As for the charge: 0. As for the SMILES: N=C=C=NOC=O. The value obtained for the HOMO-LUMO gap is 8.280 eV. Its spin multiplicity is 1.

=====

Run Q
ORCA calculation (the ωB97M-V functional and the def2-TZVPD basis) on 2 unconnected molecules or ions with the total composition C3H2N2O2.

Each line ends with the Mulliken charge.
Element x y z (Å)
C: -3.024 0.811 0.084  0.1361
C: 1.040 -0.035 0.728  -0.4752
C: 2.604 -0.865 -0.851  0.6541
N: 1.622 -0.306 -0.470  -0.1676
N: -0.191 0.520 0.638  -0.1577
O: -3.969 0.222 -0.229  -0.1794
O: 3.392 -1.500 -1.353  -0.3325
H: -0.619 0.713 1.525  0.2951
H: -0.855 0.439 -0.073  0.2272

As for the charge: 0. The value obtained for the HOMO-LUMO gap is 8.811 eV. Its spin multiplicity is 1.

=====

Which of them is the least stable? Correct choice: run P.

=====

Run P
ORCA calculation (the ωB97M-V functional and the def2-TZVPD basis) on a single C3H2N2O2 molecule.

Each line ends with the Mulliken charge.
Element x y z (Å)
H: -0.686 1.570 -1.973  0.2757
N: 0.196 1.147 -1.690  -0.5442
C: 0.173 0.454 -0.639  0.4952
C: 1.435 -0.141 -0.220  0.3206
N: 2.496 -0.543 -0.008  -0.3647
O: -0.923 0.253 0.170  -0.3227
C: -0.885 -0.683 1.188  0.1863
O: 0.000 -1.461 1.387  -0.4101
H: -1.801 -0.598 1.783  0.3640

As for the charge: 0. As for the SMILES: [H]/N=C(/C#N)OC=O. The value obtained for the HOMO-LUMO gap is 11.288 eV. Its spin multiplicity is 1.

=====

Run Q
ORCA calculation (the ωB97M-V functional and the def2-TZVPD basis) on a single C3H2N2O2 molecule.

Each line ends with the Mulliken charge.
Element x y z (Å)
N: -1.458 -0.771 -0.315  -0.4963
C: -0.739 0.101 0.219  0.4444
O: 0.580 0.011 0.633  -0.2883
C: 1.531 -0.405 -0.255  0.1608
O: 1.334 -0.706 -1.394  -0.4398
C: -1.575 2.450 0.799  -0.0789
N: -1.225 1.355 0.542  0.0531
H: -0.945 -1.632 -0.495  0.2897
H: 2.498 -0.403 0.265  0.3553

As for the charge: 0. The value obtained for the HOMO-LUMO gap is 11.713 eV. Its spin multiplicity is 1.

=====

Run R
ORCA calculation (the ωB97M-V functional and the def2-TZVPD basis) on a single C3H2N2O2 molecule.

Each line ends with the Mulliken charge.
Element x y z (Å)
N: 0.815 0.022 -2.580  -0.5206
C: 0.701 -0.396 -1.428  0.4055
C: 0.764 -0.891 -0.245  0.2904
N: 0.708 -1.259 0.948  -0.4256
O: -0.456 -0.769 1.638  -0.1558
C: -0.761 0.544 1.515  0.1966
O: -0.198 1.366 0.848  -0.4568
H: 0.057 0.651 -2.854  0.3011
H: -1.632 0.732 2.159  0.3652

As for the charge: 0. As for the SMILES: N=C=C=NOC=O. The value obtained for the HOMO-LUMO gap is 8.327 eV. Its spin multiplicity is 1.

=====

Run S
ORCA calculation (the ωB97M-V functional and the def2-TZVPD basis) on a single C3H2N2O2 molecule.

Each line ends with the Mulliken charge.
Element x y z (Å)
H: -1.872 -2.152 -0.113  0.3021
N: -2.016 -1.189 0.194  -0.5344
C: -1.014 -0.441 0.113  0.4439
C: -0.820 0.941 0.441  0.3190
N: 0.018 1.749 0.403  -0.3664
O: 0.481 -0.582 -0.533  -0.3313
C: 1.411 0.422 -0.188  0.2315
O: 1.991 0.805 -1.161  -0.4360
H: 1.821 0.447 0.843  0.3717

As for the charge: 0. As for the SMILES: [H]/N=C(/C#N)OC=O. The value obtained for the HOMO-LUMO gap is 9.899 eV. Its spin multiplicity is 1.

=====

Which of them is the least stable? Correct choice: run R.